# 1
This record from the Open Molecules 2025 dataset describes C36H23CrN11S as an isolated structure at a distorted geometry. The level of theory is ωB97M-V/def2-TZVPD.

relative energy (zero: lowest compared OMol25 entry of this formula, charge and spin)	5.562	eV
total charge	+1
HOMO energy (spin up / spin down)	-8.96 / -9.27	eV
HOMO-LUMO gap (spin up / spin down)	4.5 / 4.8	eV
LUMO (spin up / spin down)	-4.4133 / -4.4313	eV
E	-93347.119	eV
2S+1	4

Structure (XYZ):
```
72
Properties=species:S:1:pos:R:3:forces:R:3:mulliken_charge:R:1
Cr -0.130 0.692 -0.098 -0.2 -0.3 -0.5 0.422
C 2.147 6.900 0.101 0.1 0.0 0.0 -0.612
C 3.397 6.313 -0.070 0.0 0.0 0.1 -0.610
C 3.535 4.966 -0.385 -0.1 -0.3 -0.1 -0.276
C 2.376 4.222 -0.512 -0.4 1.0 0.3 0.294
C 2.120 2.811 -0.747 0.1 -0.8 -0.6 -0.071
N 3.009 1.962 -1.184 0.4 0.7 0.1 -0.718
C 2.667 0.687 -1.283 -0.9 -0.1 0.4 -0.413
C 3.185 -0.276 -2.250 -0.1 -0.7 -0.2 0.433
C 4.128 -0.163 -3.258 -0.1 0.1 0.1 -0.364
C 4.307 -1.253 -4.099 0.1 0.1 0.0 -0.702
C 3.563 -2.415 -3.937 -0.1 0.0 0.0 -0.752
C 2.602 -2.526 -2.937 0.1 0.1 -0.1 -0.568
C 2.429 -1.450 -2.097 0.1 0.5 0.0 -0.942
C 1.533 -1.229 -0.914 0.4 -0.5 0.1 4.394
N 0.077 -2.321 0.148 0.6 0.2 0.9 2.957
C -0.686 -1.819 1.230 -0.6 0.0 0.5 -0.789
N -1.065 -0.543 1.109 -0.3 -0.5 0.8 0.415
C -2.025 -0.324 2.079 0.7 -0.5 0.1 -0.519
N -2.957 0.593 1.933 -0.8 0.7 -0.3 -0.497
C -2.889 1.469 0.977 -0.3 -0.4 0.8 -0.547
N -1.735 1.840 0.304 0.0 0.5 -0.5 0.125
C -2.020 3.041 -0.291 -0.4 -0.8 0.5 -0.040
N -1.136 3.967 -0.561 1.0 1.0 -0.3 -0.464
C 0.149 3.755 -0.511 -1.0 -0.2 -0.2 -0.093
N 0.771 2.545 -0.634 -0.4 -0.4 0.3 -0.028
C 1.114 4.824 -0.368 1.1 0.2 0.0 0.219
C 0.979 6.168 -0.065 -0.1 -0.3 -0.1 -0.240
C -3.441 3.310 -0.255 -0.4 -0.6 0.3 0.282
C -4.234 4.291 -0.831 -0.1 0.0 0.1 -0.313
C -5.596 4.237 -0.578 0.2 0.1 -0.1 -0.616
C -6.144 3.246 0.236 0.1 -0.2 0.1 -0.567
C -5.353 2.269 0.825 0.1 0.1 0.0 -0.426
C -3.991 2.313 0.571 0.1 0.6 -0.4 0.444
C -2.098 -1.468 2.934 0.5 0.0 -0.7 -0.045
C -2.796 -1.732 4.106 -0.2 -0.4 0.2 -0.456
C -2.696 -2.997 4.648 -0.2 0.5 0.0 -0.617
C -1.951 -4.003 4.021 0.4 -0.2 -0.4 -0.847
C -1.233 -3.758 2.872 -0.1 -0.3 0.3 -0.227
C -1.279 -2.469 2.333 0.1 0.5 -0.1 1.195
N 1.720 0.138 -0.532 1.4 0.0 -0.1 -0.725
H 2.087 7.943 0.376 0.0 0.1 0.0 0.410
H 4.282 6.916 0.071 0.1 0.0 0.0 0.411
H 4.506 4.514 -0.515 0.1 0.0 0.0 0.551
H 4.691 0.750 -3.383 0.1 0.1 0.0 0.536
H 5.033 -1.190 -4.896 0.0 0.0 0.0 0.415
H 3.719 -3.246 -4.607 0.0 0.0 -0.1 0.450
H 2.008 -3.423 -2.845 0.0 0.0 0.0 0.635
H 0.003 6.613 0.055 -0.1 0.0 0.0 0.565
H -3.802 5.054 -1.459 0.0 0.1 -0.1 0.523
H -6.249 4.970 -1.026 0.0 0.1 0.0 0.412
H -7.211 3.232 0.407 0.0 0.0 0.0 0.410
H -5.775 1.496 1.447 -0.1 -0.1 0.1 0.546
H -3.381 -0.959 4.575 -0.1 0.1 0.1 0.525
H -3.202 -3.220 5.573 -0.1 0.0 0.1 0.405
H -1.931 -4.992 4.454 0.0 -0.1 0.1 0.428
H -0.663 -4.540 2.395 0.1 -0.1 0.0 0.435
C 0.930 -6.581 -1.503 0.0 0.1 0.1 -1.287
C 0.306 -5.937 -0.267 -0.1 -0.3 -0.2 -0.541
C 0.586 -4.486 -0.179 0.6 0.6 0.2 0.587
N -0.332 -3.616 -0.138 -1.7 -1.1 -0.5 -1.338
N 0.086 -1.366 -0.925 -0.6 1.0 -1.3 -2.062
C 1.624 -2.205 0.282 0.8 -0.3 0.1 -0.972
N 2.007 -1.628 1.486 0.3 0.0 0.2 -0.252
S 2.243 -3.915 -0.021 -0.1 0.3 0.3 -0.228
H 0.739 -7.650 -1.492 0.0 -0.1 0.0 0.415
H 2.006 -6.422 -1.519 0.1 -0.1 -0.1 0.363
H 0.495 -6.164 -2.406 0.0 0.0 -0.1 0.340
H 0.726 -6.408 0.626 -0.1 0.1 0.1 0.316
H -0.776 -6.079 -0.266 0.1 0.1 0.1 0.357
H 2.791 -0.993 1.420 -0.1 0.1 0.0 0.216
H 2.105 -2.275 2.256 0.1 0.0 0.0 0.333
```
Forces are in eV/Å.



# 2
This record from the Open Molecules 2025 dataset describes C36H24AsCl2N7SSeV as an isolated structure. The level of theory is ωB97M-V/def2-TZVPD.

relative energy (zero: lowest compared OMol25 entry of this formula, charge and spin)	0.052	eV
total charge	+2
HOMO energy (spin up / spin down)	-13.35 / -13.35	eV
HOMO-LUMO gap (spin up / spin down)	6.5 / 6.5	eV
LUMO (spin up / spin down)	-6.8344 / -6.8774	eV
E	-235894.734	eV
2S+1	4

Structure (XYZ):
```
73
Properties=species:S:1:pos:R:3:forces:R:3:mulliken_charge:R:1
V 0.388 -0.069 1.166 -0.1 -0.3 0.3 0.144
S -3.387 -6.485 -0.022 0.1 0.0 0.1 0.207
N -3.736 -5.247 0.941 -0.1 0.1 0.0 -0.667
C -2.789 -4.341 0.765 0.2 -0.2 -0.2 0.761
C -2.720 -3.051 1.413 0.1 0.3 0.0 0.321
C -3.695 -2.578 2.295 0.0 0.0 0.0 -0.499
C -3.555 -1.315 2.826 0.0 -0.1 0.0 -1.106
C -2.440 -0.559 2.483 0.0 0.0 0.0 -0.431
N -1.492 -0.996 1.661 0.0 0.0 0.0 0.649
C -1.632 -2.223 1.109 -0.2 -0.2 0.2 -0.278
C -0.599 -2.653 0.173 0.1 -0.3 -0.3 -0.368
N 0.425 -1.806 -0.049 0.0 0.1 0.0 0.593
C 1.363 -2.137 -0.928 0.0 0.0 0.0 -0.265
C 1.348 -3.339 -1.627 0.0 0.0 0.0 -1.088
C 0.319 -4.226 -1.402 0.0 0.1 0.0 -0.533
C -0.683 -3.885 -0.488 0.2 0.2 0.0 0.470
C -1.801 -4.743 -0.173 -0.3 0.0 0.2 0.557
N -2.025 -5.943 -0.682 0.0 0.0 -0.1 -0.640
H -4.544 -3.206 2.533 0.0 0.0 0.0 0.573
H -4.292 -0.903 3.500 0.0 0.0 0.0 0.486
H -2.308 0.435 2.887 0.0 0.0 0.0 0.594
H 2.153 -1.413 -1.087 0.0 0.0 0.0 0.392
H 2.137 -3.557 -2.333 0.0 0.0 0.0 0.502
H 0.264 -5.177 -1.916 0.0 0.0 0.0 0.584
Se 3.904 1.385 0.474 0.1 -0.1 0.0 0.475
N 4.943 0.645 1.689 0.0 0.0 0.0 -0.767
C 4.230 -0.226 2.385 -0.1 0.1 -0.2 0.112
C 4.635 -1.012 3.502 -0.1 -0.1 0.1 -0.512
C 3.677 -1.783 4.091 0.2 0.1 0.0 -0.889
C 2.335 -1.800 3.605 -0.1 -0.1 -0.1 -0.176
N 1.926 -1.127 2.559 -0.2 0.2 0.2 0.206
C 2.870 -0.346 1.968 0.2 0.1 -0.1 0.795
N 2.489 0.419 0.959 0.1 0.1 0.0 -0.065
H 5.656 -0.976 3.855 0.0 0.0 0.0 0.515
H 3.909 -2.396 4.950 0.0 0.0 0.0 0.446
H 1.600 -2.412 4.115 0.0 0.0 0.0 0.532
C -4.454 3.693 -0.955 0.0 0.0 0.0 -0.560
C -4.393 2.343 -1.275 0.0 0.0 0.0 -0.741
C -3.175 1.680 -1.258 0.0 -0.1 0.0 -0.355
C -2.017 2.374 -0.928 0.1 0.1 0.0 0.828
C -2.075 3.725 -0.606 0.0 0.0 0.0 -0.261
C -3.297 4.382 -0.622 0.0 0.0 0.0 -0.729
As -0.339 1.417 -0.819 -0.2 0.0 -0.2 0.898
C -0.051 0.541 -2.511 0.1 0.1 0.0 -0.003
C -0.737 -0.533 -3.054 0.0 0.0 0.1 -0.324
C -0.332 -1.051 -4.277 0.0 0.0 0.0 -0.911
C 0.765 -0.508 -4.934 0.0 0.0 0.0 -0.852
C 1.461 0.559 -4.385 0.0 0.0 0.0 -0.818
C 1.055 1.098 -3.169 -0.1 -0.1 0.0 0.834
C 1.690 2.242 -2.482 0.0 0.1 0.1 0.716
C 2.800 2.952 -2.932 0.0 0.0 0.0 -0.739
C 3.285 4.023 -2.194 0.0 0.0 0.0 -0.825
C 2.683 4.394 -0.999 0.0 0.0 0.0 -0.985
C 1.586 3.683 -0.526 0.0 0.0 0.0 -0.304
C 1.088 2.624 -1.273 0.1 0.0 0.0 0.174
H -5.404 4.209 -0.975 0.0 0.0 0.0 0.403
H -5.293 1.808 -1.545 0.0 0.0 0.0 0.428
H -3.135 0.629 -1.521 0.0 0.0 0.0 0.249
H -1.174 4.276 -0.367 0.0 0.0 0.0 0.252
H -3.343 5.437 -0.386 0.0 0.0 0.0 0.437
H -1.586 -0.969 -2.539 0.0 0.0 0.0 0.405
H -0.872 -1.877 -4.721 0.0 0.0 0.0 0.469
H 1.074 -0.914 -5.888 0.0 0.0 0.0 0.450
H 2.307 0.975 -4.916 0.0 0.0 0.0 0.439
H 3.283 2.682 -3.862 0.0 0.0 0.0 0.451
H 4.139 4.578 -2.559 0.0 0.0 0.0 0.440
H 3.065 5.237 -0.439 0.0 0.0 0.0 0.446
H 1.127 3.964 0.414 0.0 0.0 0.0 0.325
Cl -0.163 0.429 5.019 0.1 0.1 0.0 -0.089
C 0.350 1.977 4.366 0.0 -0.1 0.0 -0.500
Cl 0.009 2.080 2.597 0.0 0.0 0.0 -0.038
H 1.417 2.108 4.499 0.0 0.0 0.0 0.328
H -0.214 2.780 4.825 0.0 0.0 0.0 0.430
```
Forces are in eV/Å.



# 3
This record from the Open Molecules 2025 dataset describes C36H24Cl4FN3O6PbTe as an isolated structure at a distorted geometry. The level of theory is ωB97M-V/def2-TZVPD.

relative energy (zero: lowest compared OMol25 entry of this formula, charge and spin)	0.591	eV
total charge	0
HOMO energy	-6.89	eV
HOMO-LUMO gap	6.7	eV
LUMO	-0.1398	eV
E	-119826.016	eV
2S+1	1

Structure (XYZ):
```
76
Properties=species:S:1:pos:R:3:forces:R:3:mulliken_charge:R:1
Pb 0.027 0.053 0.508 -0.4 -0.9 1.0 1.403
Cl -5.373 -3.588 3.220 -0.2 -0.2 0.1 -0.219
C -4.046 -2.509 3.059 0.0 0.0 0.2 0.214
C -3.510 -1.891 4.179 -0.1 -0.1 -0.1 0.405
Cl -4.117 -2.248 5.747 -0.1 0.0 0.2 -0.215
C -2.455 -0.999 4.021 0.0 0.0 -0.1 0.120
Cl -1.817 -0.144 5.368 0.1 0.1 0.2 -0.225
C -1.890 -0.762 2.775 -0.1 0.0 0.0 0.140
O -0.921 0.127 2.618 0.5 -0.3 -0.5 -0.926
C -2.391 -1.441 1.633 -0.1 -0.1 0.2 -0.001
O -1.820 -1.268 0.456 0.8 0.4 -0.2 -0.784
C -3.496 -2.272 1.802 0.1 0.0 0.0 0.251
Cl -4.156 -3.044 0.414 0.0 -0.1 -0.2 -0.182
N 0.815 -0.078 -2.164 0.0 -0.1 -0.3 0.155
C 2.097 0.164 -2.763 0.2 0.0 -0.2 -0.076
C 2.357 -0.276 -4.058 0.0 0.0 0.0 -0.550
C 3.556 0.010 -4.683 0.0 0.0 0.0 -0.561
C 4.511 0.762 -4.019 0.1 -0.1 0.1 -0.830
C 4.282 1.164 -2.717 -0.1 0.0 -0.1 -0.374
C 3.086 0.862 -2.071 0.0 -0.2 -0.1 -0.689
C 2.914 1.314 -0.671 0.2 -0.2 0.2 0.116
C 2.264 2.513 -0.397 0.1 -0.1 0.1 -0.077
C 2.130 2.975 0.900 0.0 0.1 0.0 -0.732
C 2.663 2.250 1.951 0.0 -0.1 0.0 -0.665
C 3.305 1.048 1.707 0.1 -0.2 -0.2 -0.221
C 3.428 0.587 0.403 -0.4 0.3 0.1 0.803
H 0.467 -0.989 -2.447 -0.1 0.0 -0.1 0.255
H 0.148 0.606 -2.511 -0.1 0.0 0.0 0.286
H 1.602 -0.849 -4.576 -0.1 0.0 -0.1 0.441
H 3.735 -0.327 -5.693 0.0 0.0 -0.1 0.411
H 5.442 1.015 -4.506 0.1 0.0 0.0 0.412
H 5.023 1.740 -2.185 0.1 0.0 0.1 0.495
H 1.870 3.087 -1.220 -0.1 0.1 -0.2 0.486
H 1.612 3.903 1.085 -0.1 0.1 0.0 0.510
H 2.572 2.610 2.963 0.0 0.0 0.1 0.407
H 3.700 0.467 2.526 0.1 -0.1 0.0 0.515
F 1.919 -5.788 3.387 -0.1 0.0 -0.2 -0.311
C 2.346 -5.551 2.141 0.2 0.5 0.4 0.251
C 3.074 -4.450 1.880 -0.5 -0.8 0.5 0.020
N 3.577 -4.197 0.635 0.0 0.1 -0.4 0.170
C 4.305 -2.980 0.372 -0.1 0.2 -0.2 -1.429
C 3.409 -1.751 0.482 -0.2 -0.8 0.1 0.689
O 4.078 -0.642 0.178 0.3 0.6 -0.1 -0.360
O 2.258 -1.802 0.830 0.1 0.1 -0.1 -0.551
C 3.308 -5.041 -0.436 0.2 0.2 0.2 0.531
O 3.713 -4.808 -1.550 0.0 0.0 -0.5 -0.631
N 2.577 -6.154 -0.118 -0.2 -0.3 -0.3 -0.072
C 2.008 -6.522 1.105 0.2 0.3 0.0 0.291
O 1.350 -7.523 1.209 -0.1 -0.1 0.2 -0.586
H 3.293 -3.735 2.658 0.0 0.0 0.1 0.436
H 4.706 -3.049 -0.645 0.0 0.1 0.2 0.421
H 5.132 -2.871 1.077 0.0 0.0 -0.1 0.308
H 2.389 -6.787 -0.889 0.0 0.2 0.1 0.234
Te -1.883 2.231 1.287 -1.5 1.7 -0.4 0.309
C -2.471 4.155 0.420 0.3 -0.5 0.3 0.167
C -1.999 4.632 -0.793 0.2 -0.2 0.0 -0.012
C -2.466 5.831 -1.306 0.0 0.1 -0.1 -0.612
C -3.400 6.569 -0.600 0.0 0.1 0.0 -0.444
C -3.858 6.114 0.624 0.0 0.1 -0.1 -0.634
C -3.394 4.912 1.130 0.0 -0.2 0.2 -0.310
C -3.254 1.288 -0.078 0.4 0.0 0.4 0.224
C -2.901 1.227 -1.417 0.2 0.1 0.0 0.221
C -3.706 0.559 -2.319 0.0 0.0 -0.1 -0.852
C -4.868 -0.055 -1.883 0.0 0.0 0.0 -0.478
C -5.230 0.024 -0.550 -0.1 0.0 0.0 -0.681
C -4.426 0.697 0.358 0.0 0.1 0.2 -0.352
H -1.265 4.060 -1.346 0.0 0.0 -0.1 0.185
H -2.106 6.190 -2.259 0.1 0.0 -0.1 0.389
H -3.763 7.503 -1.001 0.0 0.1 0.0 0.371
H -4.581 6.694 1.178 -0.1 0.0 0.1 0.390
H -3.756 4.550 2.084 -0.1 0.0 0.0 0.354
H -1.989 1.707 -1.753 0.0 0.0 -0.1 0.135
H -3.416 0.509 -3.359 0.0 0.0 -0.1 0.409
H -5.481 -0.606 -2.580 -0.1 0.0 -0.1 0.404
H -6.136 -0.454 -0.210 -0.1 0.0 0.1 0.452
H -4.707 0.741 1.402 0.0 0.0 0.0 0.451
```
Forces are in eV/Å.